(1)
Entry from the OMol25 dataset: C15H15F6N6O4S3Ti as an isolated structure (ωB97M-V with the def2-TZVPD basis set).

Results
- Highest occupied orbital energy (alpha / beta): -15.76 / -16.08 eV
- Orbital gap (alpha / beta): 7.988 / 8.384 eV
- Lowest unoccupied orbital energy (alpha / beta): -7.77 / -7.70 eV

The geometry in ORCA input format:
```
! RIJCOSX wB97M-V def2-TZVPD def2/J DEFGRID3
* xyz 2 2
Ti -0.11 0.03 0.51
C 4.10 1.33 -0.48
C 2.64 1.02 -0.43
N 2.05 0.40 0.53
N 2.75 0.05 1.67
C 2.09 0.33 2.83
N 2.73 0.16 3.97
S 0.48 0.89 2.79
C 1.69 1.52 -1.47
C 2.06 2.23 -2.58
C 1.07 2.74 -3.43
C -0.25 2.53 -3.11
C -0.56 1.80 -1.96
N 0.39 1.30 -1.17
H 4.71 0.50 -0.13
H 4.30 2.20 0.15
H 4.42 1.55 -1.49
H 3.76 0.02 1.65
H 3.69 -0.16 4.02
H 2.25 0.35 4.83
H 3.10 2.40 -2.81
H 1.35 3.30 -4.31
H -1.05 2.93 -3.72
H -1.59 1.61 -1.67
F -4.87 -1.89 0.62
C -3.60 -2.15 0.47
F -3.25 -3.25 1.11
F -3.30 -2.28 -0.82
S -2.60 -0.72 1.17
O -2.06 0.02 -0.04
O -1.39 -1.31 1.78
N -3.43 0.08 2.13
S -4.46 1.28 1.70
O -5.44 1.40 2.71
O -4.75 1.21 0.31
C -3.34 2.77 1.87
F -3.42 3.29 3.07
F -3.68 3.66 0.96
F -2.04 2.43 1.64
C 0.68 -4.28 -1.70
C 0.91 -4.13 -0.33
C 0.70 -2.90 0.24
N 0.30 -1.83 -0.47
C 0.07 -1.98 -1.78
C 0.25 -3.18 -2.43
H 0.82 -5.24 -2.17
H 1.23 -4.96 0.28
H 0.82 -2.75 1.31
H -0.28 -1.10 -2.32
H 0.04 -3.26 -3.49
*
```

Results of the Löwdin charge analysis, in e, for atoms 1 through 5: 0.95, 0.03, -0.19, -0.06, 0.03



(2)
Entry from the OMol25 dataset: an isolated ion of composition C5H11O and charge -1 (ωB97M-V with the def2-TZVPD basis set).

Results
- Highest occupied orbital energy: -1.96 eV
- Orbital gap: 5.752 eV
- SMILES string: CCCCC[O-]
- Lowest unoccupied orbital energy: 3.79 eV

The geometry in ORCA input format:
```
! RIJCOSX wB97M-V def2-TZVPD def2/J DEFGRID3
* xyz -1 1
C -0.90 -0.46 -2.25
O -0.49 0.14 -3.38
C -0.43 0.39 -1.03
C -0.78 -0.11 0.42
C 0.24 0.57 1.56
C 1.63 -0.16 1.53
H -2.08 -0.57 -2.29
H -0.63 -1.60 -2.11
H -0.73 1.38 -1.01
H 0.64 0.38 -1.08
H -0.77 -1.23 0.57
H -1.80 0.22 0.54
H -0.39 0.53 2.49
H 0.31 1.65 1.38
H 1.63 -1.10 1.01
H 2.07 -0.44 2.52
H 2.50 0.41 1.12
*
```

Results of the Löwdin charge analysis, in e, for atoms 1 through 5: -0.59, -0.39, -0.23, -0.21, -0.23



(3)
Entry from the OMol25 dataset: an isolated ion of composition C5H10NOS and charge +1 (ωB97M-V with the def2-TZVPD basis set).

Results
- Highest occupied orbital energy: -13.14 eV
- Orbital gap: 8.856 eV
- Lowest unoccupied orbital energy: -4.28 eV

The geometry in ORCA input format:
```
! RIJCOSX wB97M-V def2-TZVPD def2/J DEFGRID3
* xyz 1 1
C 0.74 -0.20 0.25
C 0.12 0.93 0.41
C -1.96 -0.62 -0.43
C 1.98 -0.92 0.24
C 0.82 2.24 0.68
N -0.82 -1.48 -0.19
O -2.09 -0.52 -1.79
S -1.63 1.06 0.34
H -2.87 -0.97 0.07
H 2.77 -0.17 0.34
H 2.16 -1.46 -0.69
H 2.06 -1.62 1.08
H 1.65 2.12 1.36
H 0.11 2.95 1.10
H 1.19 2.63 -0.27
H -0.53 -1.93 -1.05
H -0.90 -2.12 0.59
H -2.80 0.07 -2.06
*
```

Results of the Löwdin charge analysis, in e, for atoms 1 through 5: -0.05, -0.57, -0.63, -0.03, -0.06



(4)
Entry from the OMol25 dataset: a 2-piece molecular cluster, C3H7N2O2 overall (ωB97M-V with the def2-TZVPD basis set).

Results
- Highest occupied orbital energy (alpha / beta): -12.56 / -12.71 eV
- Orbital gap (alpha / beta): 8.029 / 8.030 eV
- Lowest unoccupied orbital energy (alpha / beta): -4.53 / -4.68 eV

The geometry in ORCA input format:
```
! RIJCOSX wB97M-V def2-TZVPD def2/J DEFGRID3
* xyz 1 1
C 0.51 0.29 -1.03
C 0.80 1.03 0.26
C -0.35 -0.84 0.83
N -2.14 0.19 0.28
N 0.23 -1.10 -0.48
O -2.46 0.88 1.15
O 0.37 0.16 1.33
H -0.48 0.77 -1.28
H 1.26 0.26 -1.70
H 1.80 1.10 0.31
H 0.30 2.08 0.36
H -0.61 -1.71 1.42
H -0.36 -1.54 -1.10
H 1.15 -1.58 -0.35
*
```

Results of the Löwdin charge analysis, in e, for atoms 1 through 5: -0.04, -0.10, -0.20, 0.11, 0.13



For each record above, in turn, the calculated energy above the lowest of the compared OMol25 structures with the same formula, charge and spin values are 12.3; 24.6; 30.6; 117.0 kcal per mole.
For each record above, in turn, the calculated largest force on an atom values are 0.45; 4.00; 2.61; 5.66 eV/Å.